Computed, not measured: a single C3H3F2NO molecule at a distorted geometry, with ωB97M-V/def2-TZVPD.

Its energy relative to the best compared isomer or geometry (same formula, charge and spin) is 3.6000 eV. As for the structure (SMILES): OC(F)=C=NCF. Its electronic energy is -12127.9841 eV. As for the gap between HOMO and LUMO: 8.28 eV. The maximum force comes out at 5.67 eV Å⁻¹. For the LUMO energy, the calculation gives 0.6 eV.

Last column: natural (NBO) charge in e.
Positions of all 10 atoms, in Å:
1 C 0.23 0.51 -0.03  0.321
2 C -0.84 -1.86 1.01  0.226
3 C 0.73 1.65 -0.59  0.411
4 N -0.38 -0.52 0.35  -0.494
5 O 1.40 1.74 -1.75  -0.674
6 F 0.03 -2.35 1.93  -0.326
7 F 0.54 2.72 0.26  -0.337
8 H -0.74 -2.54 0.10  0.188
9 H -1.86 -1.66 1.23  0.198
10 H 0.87 2.29 -2.50  0.486